Run i
Density functional theory data (ωB97M-V/def2-TZVPD) for a cluster of 5 separate species, C5H20N10O5 in total.

```
40
C5H20N10O5 | the OMol25 dataset | ωB97M-V/def2-TZVPD
N 3.67134 -1.36712 -1.71214
C 4.62843 -2.07190 -2.41195
N 4.24185 -3.36439 -2.65445
O 5.53915 -1.50543 -2.97794
H 2.73505 -1.58734 -1.42103
H 3.89246 -0.38778 -1.65354
H 3.44834 -3.75631 -2.18363
H 4.88028 -3.96397 -3.14301
N -3.10920 -1.39611 2.10775
C -3.37922 -0.05737 2.00986
N -2.33341 0.75668 2.34504
O -4.50399 0.38638 1.86183
H -3.78565 -2.01793 1.70059
H -2.16608 -1.73430 2.19641
H -2.51162 1.74272 2.30325
H -1.45642 0.38977 2.66510
N -5.26664 2.17902 -2.67694
C -4.91643 1.75364 -1.42123
N -3.83502 0.90028 -1.39808
O -5.40419 2.10132 -0.37587
H -6.11467 2.71054 -2.73392
H -4.79923 1.77004 -3.46213
H -3.25829 0.68592 -2.18610
H -3.64652 0.67902 -0.43346
N 0.83529 0.12084 -1.09091
C 0.16715 -0.89227 -0.43447
N -1.17497 -0.89792 -0.71113
O 0.74949 -1.69358 0.26444
H 0.24527 0.82637 -1.49683
H 1.74436 0.33831 -0.72613
H -1.48203 -0.30049 -1.45479
H -1.85613 -1.44492 -0.21993
N 2.58025 1.56860 2.00753
C 3.32770 1.05143 3.03070
N 4.64868 1.39346 3.03656
O 2.82610 0.36548 3.90113
H 1.71150 1.13653 1.75904
H 2.98828 2.29931 1.45442
H 5.11772 1.97342 2.36780
H 5.02102 1.31004 3.96816
```

Properties
HOMO level, eV: -9.897
Multiplicity: 1
Orbital gap, eV: 9.826
SMILES string: NC(N)=O.NC(N)=O.NC(N)=O.NC(N)=O.NC(N)=O
E_LUMO, Eh: -0.0026

---

Run ii
Density functional theory data (ωB97M-V/def2-TZVPD) for a cluster of 5 separate species, C5H20N10O5 in total.

```
40
C5H20N10O5 | the OMol25 dataset | ωB97M-V/def2-TZVPD
N -21.95488 15.86128 -18.39951
C -22.96420 16.60390 -18.09561
N -23.37080 16.35836 -16.83875
O -23.58948 17.33238 -18.77693
H -21.45723 15.57825 -17.56744
H -21.38139 16.26610 -19.12568
H -24.24998 16.84027 -16.71671
H -22.81343 15.72071 -16.28842
N -28.41284 19.90681 -19.27640
C -29.44424 20.51639 -19.81494
N -29.30252 21.78084 -20.10783
O -30.34335 19.85881 -20.17735
H -28.63021 19.03684 -18.81164
H -27.45000 20.08927 -19.52085
H -30.12445 22.25546 -20.45321
H -28.37834 22.16408 -20.24607
N -32.68501 13.37479 -11.26215
C -33.59102 14.26202 -11.59332
N -34.74890 13.73054 -11.46245
O -33.23769 15.44969 -11.74000
H -31.79420 13.79968 -11.04765
H -32.90281 12.39001 -11.20864
H -35.65416 14.14150 -11.64051
H -34.72540 12.75826 -11.19002
N -29.20988 17.17941 -11.55597
C -28.67058 17.59563 -12.65627
N -29.47571 18.09036 -13.60696
O -27.46501 17.43910 -12.95998
H -30.21316 17.07978 -11.61606
H -28.66652 16.66200 -10.87985
H -29.08688 18.34752 -14.50293
H -30.47342 18.22455 -13.52530
N -25.08757 15.35822 -7.98231
C -25.86574 14.55693 -7.27059
N -25.44915 14.45935 -6.06434
O -26.82200 14.01117 -7.70932
H -24.56739 16.09752 -7.53181
H -25.39185 15.46990 -8.93889
H -25.97400 13.70714 -5.64148
H -24.51937 14.78066 -5.83549
```

Properties
HOMO level, eV: -9.103
Multiplicity: 1
Orbital gap, eV: 9.644
SMILES string: NC(N)=O.NC(N)=O.NC(N)=O.NC(N)=O.NC(N)=O
E_LUMO, Eh: 0.0199

---

Relative energy of each structure, in eV: run i 0.000; run ii 2.418.

---

Run i
Density functional theory data (ωB97M-V/def2-TZVPD) for an isolated molecule of C5H9N3O2S.

```
20
C5H9N3O2S | the OMol25 dataset | ωB97M-V/def2-TZVPD
C -1.36712 1.18813 -0.66003
C -0.82342 0.33233 -1.53146
C 1.14081 0.59580 0.17068
C 0.71652 1.79505 2.18252
C -1.60081 -2.14747 -1.80531
N -0.86562 1.68072 0.48065
N 0.26529 1.13357 0.90861
N 2.23157 0.05487 0.68177
O 1.02347 -1.74543 -1.61261
O -0.31045 -1.41641 0.43548
S -0.19447 -1.29278 -1.01211
H -2.10772 1.85867 -1.15778
H 0.94368 0.89654 2.65997
H 1.67218 2.23116 2.04193
H 0.09990 2.58481 2.58530
H -1.54806 -3.13979 -1.82564
H -2.36823 -1.94251 -1.08100
H -1.70084 -1.80119 -2.81835
H 2.80628 -0.33237 -0.05208
H 1.98704 -0.53369 1.40946
```

Properties
HOMO level (alpha / beta), eV: -8.148 / -8.146
Multiplicity: 1
Orbital gap (alpha / beta), eV: 7.130 / 7.128
E_LUMO (alpha / beta), Eh: -0.0374 / -0.0374

---

Run ii
Density functional theory data (ωB97M-V/def2-TZVPD) for a cluster of 2 separate species, C5H9N3O2S in total.

```
20
C5H9N3O2S | the OMol25 dataset | ωB97M-V/def2-TZVPD
C -0.74186 -1.74097 -0.94099
C -0.18212 -0.69050 -0.35863
C -1.21689 0.22769 0.10306
C -1.04812 1.39497 -0.85293
C -1.04517 0.58685 1.58411
N -2.12960 -1.59666 -0.79914
N -2.39819 -0.59132 -0.10888
N 2.91272 -1.02222 0.50223
O 2.71877 0.58094 -1.55300
O 1.98239 1.34565 0.63797
S 2.12633 0.25670 -0.29771
H -0.40456 -2.61642 -1.29882
H -0.31660 1.19345 -1.78956
H -0.66618 2.19086 -0.24042
H -2.02450 1.61238 -1.32720
H -1.81846 1.31730 1.96510
H -0.08228 1.05643 1.59524
H -1.02053 -0.32508 2.13588
H 3.04255 -1.79008 -0.27113
H 2.31228 -1.38997 1.31484
```

Properties
HOMO level (alpha / beta), eV: -9.589 / -9.589
Multiplicity: 1
Orbital gap (alpha / beta), eV: 8.353 / 8.352
E_LUMO (alpha / beta), Eh: -0.0454 / -0.0454

---

Relative energy of each structure, in eV: run i 2.393; run ii 0.000.

---

Run i
Density functional theory data (ωB97M-V/def2-TZVPD) for an isolated molecule of C2H4N2S3.

```
11
C2H4N2S3 | the OMol25 dataset | ωB97M-V/def2-TZVPD
S 2.00131 1.38763 0.48845
C 0.70396 0.28376 0.39279
C 0.73013 -1.05730 -0.07571
N -0.50852 -1.64208 -0.32845
S -1.69798 -0.79819 0.59646
N -0.64148 0.64365 0.48221
S -1.07583 2.01167 -0.50632
H 0.99899 2.23933 0.65693
H 1.50896 -1.75659 0.03115
H -0.68667 -2.68699 -0.11111
H -1.33286 1.37511 -1.62640
```

Properties
HOMO level, eV: -7.132
Multiplicity: 1
Orbital gap, eV: 7.298
SMILES string: SC1=CNSN1S
E_LUMO, Eh: 0.0061

---

Run ii
Density functional theory data (ωB97M-V/def2-TZVPD) for an isolated molecule of C2H4N2S3.

```
11
C2H4N2S3 | the OMol25 dataset | ωB97M-V/def2-TZVPD
S -2.83121 -0.92536 -0.22359
C -1.19246 -0.25604 0.01350
C -0.09166 -0.87599 0.68602
N 1.04127 -0.05214 0.51753
S 2.13571 -0.62543 -0.82022
N 0.57616 1.22229 0.43415
S -0.94502 1.39487 -0.37303
H -3.10392 0.23826 -0.82315
H -0.12019 -1.91838 0.90926
H 3.19681 -0.07971 -0.46761
H 1.33449 1.87764 0.14713
```

Properties
HOMO level, eV: -7.307
Multiplicity: 1
Orbital gap, eV: 7.647
SMILES string: SC1=CN(S)NS1
E_LUMO, Eh: 0.0125

---

Relative energy of each structure, in eV: run i 0.000; run ii 0.273.

---

Run i
Density functional theory data (ωB97M-V/def2-TZVPD) for a cluster of 2 separate species, C2H4N2S3 in total.

```
11
C2H4N2S3 | the OMol25 dataset | ωB97M-V/def2-TZVPD
H -0.06503 1.66705 -1.17192
N 0.23261 1.25154 -0.29784
N -0.30852 1.25361 0.80664
S 0.13235 0.67193 2.14421
S -2.10237 2.31605 0.77190
H -3.00297 1.88313 1.58493
C 0.22939 -2.22647 0.10077
C 0.88084 -2.00468 -0.88332
S 1.84600 -1.37699 -2.22105
H -0.29375 -2.95112 0.61038
H 2.45145 -0.48404 -1.44469
```

Properties
HOMO level, eV: -8.926
Multiplicity: 1
Orbital gap, eV: 7.802
SMILES string: [H]/N=[N+](/[S-])S.C#CS
E_LUMO, Eh: -0.0413

---

Run ii
Density functional theory data (ωB97M-V/def2-TZVPD) for an isolated molecule of C2H4N2S3.

```
11
C2H4N2S3 | the OMol25 dataset | ωB97M-V/def2-TZVPD
S -0.64303 1.80363 1.11045
C -0.43804 0.15382 0.29560
S -1.59109 -0.10965 -1.17889
C -0.20681 0.17871 -2.18208
N 0.91769 0.16973 -1.61855
N 0.83991 -0.15683 -0.29428
S 2.20844 0.11308 0.64396
H 0.58901 2.38419 0.72029
H -0.66479 -0.60755 0.98053
H -0.26011 0.69937 -3.10962
H 2.93989 1.03392 -0.05675
```

Properties
HOMO level, eV: -8.343
Multiplicity: 1
Orbital gap, eV: 8.869
SMILES string: S[C@H]1SC=NN1S
E_LUMO, Eh: 0.0193

---

Relative energy of each structure, in eV: run i 4.106; run ii 0.000.